No. 1
Computed, not measured: C19H26CeClN3O as an isolated structure at a distorted geometry, with ωB97M-V with the def2-TZVPD basis set.

Each line ends with the Mulliken charge.
Geometry (Å):
C  -0.02  -3.18  -5.14  1.14
C  0.33  -4.47  -4.53  -1.06
C  -1.41  -2.68  -5.10  -1.10
C  1.06  -2.35  -5.72  -1.10
Cl  1.16  -1.94  -1.69  -0.33
H  -2.00  -2.98  -5.99  0.36
H  -1.41  -1.58  -5.04  0.34
H  -1.93  -3.03  -4.20  0.31
H  0.34  -5.32  -5.24  0.38
H  -0.38  -4.74  -3.73  0.29
H  1.33  -4.43  -4.07  0.35
H  1.28  -2.57  -6.78  0.37
H  1.99  -2.47  -5.15  0.35
H  0.79  -1.28  -5.67  0.34
C  -1.88  -1.33  1.55  -0.20
C  -2.43  -0.79  0.34  -1.08
C  -2.16  -1.71  -0.73  -0.21
H  -3.03  0.12  0.29  0.64
C  -1.48  -2.85  -0.16  -0.42
C  -1.29  -2.60  1.23  -0.60
H  -0.86  -3.31  1.93  0.49
H  -1.99  -0.91  2.55  0.51
H  -2.49  -1.62  -1.76  0.56
H  -1.22  -3.77  -0.68  0.42
C  1.36  1.73  -0.88  -0.10
C  0.33  2.06  0.05  -0.16
C  -0.92  1.63  -0.47  -1.00
H  0.42  2.65  0.95  0.59
C  -0.66  1.02  -1.75  -0.18
C  0.75  1.12  -2.00  -1.03
H  1.26  0.83  -2.93  0.44
H  2.41  1.98  -0.77  0.22
H  -1.89  1.82  -0.01  0.63
H  -1.43  0.67  -2.44  0.60
Ce  0.10  -0.60  0.11  0.62
C  0.74  -0.52  4.91  -1.06
N  1.50  0.43  4.08  0.06
C  2.17  1.45  4.70  -0.19
C  2.90  2.32  3.95  -0.93
C  2.92  2.15  2.55  0.82
N  2.17  1.20  1.97  -0.25
C  1.50  0.35  2.73  0.65
O  0.85  -0.63  2.19  -0.58
N  3.68  2.90  1.74  -0.30
H  -0.07  0.04  5.41  0.38
H  1.43  -0.91  5.68  0.38
H  0.32  -1.33  4.32  0.30
H  2.04  1.42  5.78  0.51
H  3.50  3.08  4.43  0.41
H  4.24  3.66  2.08  0.23
H  3.68  2.76  0.75  0.17

- net charge = +2
- spin multiplicity = 1
- gap between HOMO and LUMO (eV) = 6.10
- HOMO (eV) = -13.97
- ΔE to the lowest compared entry with this formula, charge and spin (kcal per mole) = 0.0

***

No. 2
Computed, not measured: a 8-piece molecular cluster, C33H62BFNO14P overall, with ωB97M-V with the def2-TZVPD basis set.

Each line ends with the Mulliken charge.
Geometry (Å):
O  -2.50  0.17  -0.58  -0.78
P  -1.45  0.01  -1.65  0.83
B  -2.01  -0.64  -3.46  0.86
C  -0.70  -1.48  -4.10  0.19
O  -0.63  -2.66  -4.29  -0.52
N  0.58  -0.74  -4.42  -0.12
C  0.71  -0.25  -5.68  0.55
O  -0.03  -0.24  -6.60  -0.47
F  1.98  0.25  -5.83  -0.30
O  -3.16  -1.47  -3.37  -0.58
C  -4.11  -0.95  -4.31  -0.64
C  -3.39  0.15  -5.11  0.50
C  -4.37  1.31  -5.43  0.01
O  -4.38  2.31  -4.69  -0.63
O  -5.11  1.06  -6.44  -0.80
O  -2.35  0.54  -4.23  -0.60
H  -0.72  1.22  -1.78  -0.13
H  -0.47  -0.89  -1.12  -0.18
H  0.81  -0.07  -3.70  0.19
H  -4.50  -1.77  -4.90  0.18
H  -4.92  -0.46  -3.76  0.35
H  -3.02  -0.21  -6.07  0.18
C  0.86  0.99  2.23  0.12
C  2.38  0.97  2.16  -0.56
C  2.62  0.51  0.73  -0.54
O  1.52  1.00  -0.03  -0.35
C  0.49  1.49  0.84  0.12
H  0.47  1.64  3.01  -0.19
H  0.46  -0.02  2.39  0.10
H  2.77  1.99  2.31  0.23
H  2.85  0.33  2.91  0.36
H  2.64  -0.58  0.66  0.29
H  3.54  0.90  0.31  0.28
H  0.49  2.58  0.80  -0.48
H  -0.49  1.13  0.50  0.28
C  3.09  2.14  7.18  -0.39
C  4.61  2.28  7.20  -0.64
C  4.99  1.74  5.82  -0.47
O  3.91  2.07  4.95  -0.36
C  2.78  2.48  5.73  0.33
H  2.57  2.79  7.88  0.37
H  2.80  1.11  7.39  0.18
H  4.90  3.33  7.28  0.29
H  5.09  1.73  8.01  0.34
H  5.12  0.65  5.83  0.28
H  5.91  2.19  5.42  0.29
H  2.66  3.57  5.60  0.25
H  1.89  1.98  5.36  -0.43
C  1.79  -6.05  -7.25  -0.49
C  1.44  -4.80  -6.44  -0.32
C  -0.03  -4.62  -6.77  -0.16
O  -0.56  -5.94  -7.01  -0.45
C  0.51  -6.87  -7.12  -0.38
H  2.67  -6.57  -6.89  0.19
H  1.96  -5.78  -8.30  0.33
H  1.56  -5.00  -5.37  0.08
H  2.04  -3.93  -6.69  0.49
H  -0.17  -4.02  -7.68  0.17
H  -0.58  -4.14  -5.96  0.15
H  0.54  -7.49  -6.21  0.20
H  0.33  -7.52  -7.98  0.28
C  -2.02  1.08  7.44  -0.43
C  -2.06  0.42  6.07  -0.50
C  -0.67  0.75  5.54  0.21
O  0.20  0.78  6.69  -0.38
C  -0.59  0.79  7.88  -0.56
H  -2.76  0.69  8.14  0.40
H  -2.19  2.16  7.35  0.06
H  -2.19  -0.65  6.19  0.35
H  -2.84  0.80  5.42  0.22
H  -0.65  1.72  5.05  -0.11
H  -0.28  0.00  4.85  0.16
H  -0.52  -0.19  8.37  0.28
H  -0.19  1.54  8.56  0.28
C  -4.15  5.26  4.25  -0.66
C  -4.11  4.35  3.01  -0.25
C  -3.17  3.25  3.46  -0.40
O  -3.35  3.13  4.88  -0.25
C  -4.11  4.23  5.38  -0.57
H  -5.02  5.90  4.29  0.37
H  -3.26  5.89  4.28  0.26
H  -5.11  3.95  2.82  0.27
H  -3.77  4.84  2.10  0.08
H  -2.13  3.51  3.26  0.17
H  -3.38  2.29  2.99  0.32
H  -5.12  3.88  5.63  0.32
H  -3.63  4.61  6.29  0.29
C  -0.81  5.40  -1.50  -0.60
C  -2.12  5.75  -2.21  -0.57
C  -3.08  4.75  -1.58  -0.34
O  -2.60  4.53  -0.24  -0.33
C  -1.29  5.07  -0.10  0.28
H  -0.07  6.20  -1.52  0.41
H  -0.36  4.52  -1.97  0.22
H  -2.42  6.78  -1.96  0.27
H  -2.08  5.66  -3.29  0.39
H  -3.08  3.80  -2.12  0.22
H  -4.11  5.12  -1.53  0.23
H  -1.35  5.97  0.53  0.24
H  -0.66  4.34  0.41  -0.20
C  4.24  -7.31  -2.37  -0.56
C  4.06  -8.48  -3.34  -0.59
C  3.34  -7.81  -4.50  -0.29
O  3.80  -6.46  -4.52  -0.36
C  4.52  -6.16  -3.33  -0.45
H  5.04  -7.46  -1.64  0.34
H  3.32  -7.13  -1.82  0.28
H  5.04  -8.86  -3.66  0.27
H  3.50  -9.32  -2.92  0.35
H  2.25  -7.80  -4.34  0.15
H  3.54  -8.27  -5.46  0.32
H  5.59  -6.09  -3.57  0.25
H  4.19  -5.20  -2.95  0.28

- net charge = -2
- spin multiplicity = 1
- gap between HOMO and LUMO (eV) = 4.91
- HOMO (eV) = -1.65

***

No. 3
Computed, not measured: a 5-piece molecular cluster, C8H26O5 overall at a distorted geometry, with ωB97M-V with the def2-TZVPD basis set.

Each line ends with the Mulliken charge.
Geometry (Å):
C  -0.51  14.71  -15.79  -1.02
C  0.56  13.64  -15.95  -0.06
O  1.35  13.95  -17.02  -0.51
H  -1.05  14.53  -14.85  0.33
H  -1.31  14.65  -16.53  0.29
H  -0.18  15.75  -15.77  0.42
H  0.17  12.63  -16.13  0.08
H  1.09  13.50  -15.01  0.29
H  1.86  14.72  -16.75  0.33
C  -5.06  13.72  -15.07  -1.06
C  -5.67  13.12  -16.35  -0.07
O  -4.82  12.12  -16.92  -0.50
H  -4.10  14.20  -15.29  0.16
H  -4.87  13.00  -14.28  0.29
H  -5.74  14.46  -14.64  0.39
H  -6.00  13.83  -17.11  0.12
H  -6.61  12.58  -16.24  0.38
H  -5.42  11.73  -17.55  0.21
C  -6.18  13.86  -20.29  -1.11
C  -5.03  12.88  -20.32  -0.08
O  -5.54  11.78  -19.66  -0.49
H  -5.91  14.71  -20.92  0.36
H  -6.54  14.41  -19.42  0.29
H  -7.11  13.41  -20.64  0.25
H  -4.11  13.29  -19.92  0.16
H  -4.88  12.65  -21.38  0.36
H  -5.87  11.13  -20.28  0.28
C  -1.56  7.93  -16.10  -1.24
C  -1.29  9.44  -16.17  0.07
O  -0.94  9.87  -17.49  -0.54
H  -2.40  7.73  -16.76  0.29
H  -1.64  7.58  -15.07  0.34
H  -0.78  7.41  -16.65  0.30
H  -0.49  9.66  -15.47  0.24
H  -2.09  10.12  -15.90  0.18
H  -1.33  10.74  -17.61  0.40
O  -2.22  12.41  -17.69  -0.60
H  -3.17  12.53  -17.70  0.36
H  -1.91  12.99  -17.00  0.11

- spin multiplicity = 1
- gap between HOMO and LUMO (eV) = 9.81
- HOMO (eV) = -9.22
- ΔE to the lowest compared entry with this formula, charge and spin (kcal per mole) = 33.4

***

No. 4
Computed, not measured: one molecule with the formula C11H24BF3N2O4 at a distorted geometry, with ωB97M-V with the def2-TZVPD basis set.

Each line ends with the Mulliken charge.
Geometry (Å):
C  -1.03  -1.03  3.09  -0.98
C  0.14  -0.27  2.32  -0.33
B  0.16  -0.57  0.70  0.41
O  0.60  -1.89  0.34  -0.87
C  -0.28  0.49  -0.44  1.57
C  0.21  -0.08  -1.89  -1.09
N  0.10  1.03  -2.91  -0.53
C  -1.89  0.56  -0.58  -1.58
C  -2.66  -0.76  -0.20  0.97
O  -2.34  -1.93  -1.00  -0.61
C  -4.23  -0.48  -0.54  -0.67
N  -5.12  -1.04  0.52  -0.74
O  0.13  1.84  -0.33  -0.43
C  1.39  2.15  0.23  -0.33
C  2.68  1.82  -0.67  -0.59
C  3.71  0.77  -0.06  -0.17
O  3.36  0.16  1.19  -0.48
C  4.08  -0.43  -1.06  0.54
F  5.36  -0.88  -0.63  -0.33
F  4.26  -0.03  -2.38  -0.27
F  3.25  -1.54  -0.92  -0.18
H  -1.12  -2.13  2.84  0.19
H  -2.00  -0.45  2.88  0.26
H  -0.92  -0.98  4.23  0.35
H  1.12  -0.54  2.82  0.15
H  -0.06  0.85  2.41  0.26
H  0.65  -2.43  1.16  0.31
H  -0.36  -1.00  -2.21  0.35
H  1.30  -0.35  -1.85  0.26
H  -0.87  1.11  -3.24  0.24
H  0.62  0.74  -3.75  0.27
H  -2.22  0.96  -1.59  0.40
H  -2.20  1.36  0.18  0.42
H  -2.69  -1.01  0.92  -0.45
H  -1.68  -2.49  -0.53  0.34
H  -4.35  0.65  -0.50  0.33
H  -4.50  -0.87  -1.58  0.34
H  -4.80  -0.71  1.45  0.28
H  -4.99  -2.06  0.54  0.30
H  1.53  1.89  1.34  0.15
H  1.39  3.30  0.28  0.36
H  3.27  2.79  -0.83  0.44
H  2.41  1.50  -1.73  0.28
H  4.71  1.30  0.11  0.50
H  3.86  0.66  1.86  0.37

- spin multiplicity = 1
- gap between HOMO and LUMO (eV) = 9.26
- HOMO (eV) = -8.98
- ΔE to the lowest compared entry with this formula, charge and spin (kcal per mole) = 61.1

***

Number 1: M 488.01 Da. Number 2: M 757.64 Da. Number 3: M 202.29 Da. Number 4: M 316.13 Da.